#i
104
Properties=species:S:1:pos:R:3:mulliken_charge:R:1 method="wB97M-V/def2-TZVPD" orbital_gap_ha=0.2892 lumo_ev=-0.42 e_homo_ev=-8.29 total_charge=0
C 0.63350 8.95509 19.87477 0.60
O 0.89250 9.32357 21.01657 -0.67
N -0.10585 7.92585 19.44423 -0.26
N 1.04559 9.70565 18.80787 -0.30
H -0.54354 7.38992 20.17633 0.23
H -0.18874 7.79790 18.45064 0.09
H 1.15105 9.20133 17.93820 -0.17
H 1.70730 10.43222 19.03311 0.11
C -2.05802 11.35759 19.47306 0.31
O -1.73726 11.17636 20.63917 -0.67
N -1.31435 11.28635 18.33484 0.58
N -3.24513 11.97892 19.15514 -0.41
H -0.38102 10.87081 18.44763 0.12
H -1.79749 11.10628 17.47075 -0.02
H -3.54674 12.28158 18.24535 0.16
H -3.95847 11.91998 19.86570 0.25
C 4.60126 11.28335 14.92364 0.55
O 5.27050 10.69139 14.08634 -0.66
N 3.26383 11.17058 15.00160 0.03
N 5.23017 11.83369 16.00865 -0.37
H 2.79019 10.70751 14.24777 0.11
H 2.78831 11.68133 15.73682 0.04
H 4.60666 12.43341 16.52881 0.15
H 6.22032 11.89572 16.14096 0.18
C 0.97238 13.65319 17.07401 0.50
O 1.57727 12.94926 16.25900 -0.71
N 1.32430 13.98568 18.35240 -0.55
N -0.17790 14.21575 16.69363 -0.34
H 2.02562 13.31752 18.65212 0.29
H 0.45360 13.91846 18.86516 0.30
H -0.48631 14.07774 15.73586 0.44
H -0.75790 14.77367 17.29482 0.15
C -4.44919 11.14133 15.32577 0.38
O -3.37838 11.19424 15.97288 -0.40
N -4.55277 11.19310 13.98855 -0.37
N -5.70017 11.26934 15.82522 -0.39
H -3.76127 11.55301 13.47384 0.15
H -5.42396 10.90354 13.58137 0.13
H -5.85685 11.23753 16.82045 0.24
H -6.39631 11.71814 15.26313 0.18
C 3.83188 7.36849 14.57748 0.57
O 4.84922 7.09379 13.92767 -0.72
N 2.62864 7.57714 14.07751 -0.11
N 3.94870 7.67480 15.89426 -0.28
H 1.80323 7.76706 14.62973 0.08
H 2.48843 7.55853 13.08186 0.15
H 3.16049 8.15482 16.29492 0.15
H 4.82916 7.58558 16.36388 0.18
C -4.52254 8.45948 11.61680 0.08
O -5.63908 8.92112 11.80090 -0.66
N -3.40385 8.67676 12.31457 0.13
N -4.28802 7.51975 10.63747 -0.21
H -2.65725 8.08080 11.96804 0.13
H -3.33220 9.32272 13.07827 -0.01
H -5.02411 7.31254 9.98701 0.21
H -3.41948 7.01181 10.62081 0.17
C -1.60936 5.85396 12.11674 0.62
O -1.28591 6.93238 11.58057 -0.85
N -2.13807 4.85670 11.40388 -0.32
N -1.61503 5.66907 13.45035 0.13
H -2.12970 4.86065 10.40112 0.27
H -2.55947 4.17705 12.01292 0.14
H -2.07387 4.83699 13.77094 0.10
H -1.30832 6.43884 14.01716 -0.15
C -4.20252 7.72065 17.11699 0.57
O -3.58674 6.86873 16.45544 -0.80
N -3.64998 8.41931 18.13006 -0.18
N -5.49404 8.01074 16.92611 -0.17
H -4.19851 9.09958 18.62237 0.09
H -2.80407 8.04458 18.52699 0.10
H -6.06345 7.36821 16.38599 0.13
H -5.90882 8.71902 17.50113 0.14
C -0.43313 9.03624 15.63904 -0.06
O 0.43467 8.17216 15.92852 -0.61
N -0.18378 10.33513 15.76789 0.77
N -1.71369 8.79242 15.37528 1.34
H -0.84502 10.93332 15.29063 -0.16
H 0.67735 10.82768 15.95395 -0.20
H -2.09747 7.85780 15.38931 -0.15
H -2.43069 9.48875 15.53813 -0.66
C -1.47900 13.31548 13.07403 0.54
O -1.17898 13.56748 14.22721 -0.70
N -0.56712 12.87587 12.18924 -0.38
N -2.70763 13.53139 12.52224 -0.47
H -0.86214 12.57229 11.27604 0.18
H 0.35079 12.56224 12.45736 0.21
H -2.96302 13.34714 11.56927 0.16
H -3.30653 14.10029 13.09840 0.25
C -6.27373 5.62882 14.42851 0.54
O -6.58084 5.59018 15.61673 -0.74
N -5.08170 6.07850 13.96465 -0.23
N -7.11924 5.24547 13.44572 -0.39
H -4.50764 6.25835 14.78745 0.21
H -5.07820 6.71852 13.18574 0.43
H -8.06263 5.05967 13.73929 0.25
H -6.79930 5.30348 12.49630 0.18
C 0.90105 3.84853 15.13253 0.58
O 2.02089 3.82304 14.64702 -0.63
N 0.34025 4.99571 15.54444 -0.12
N 0.06539 2.78263 15.28802 -0.42
H 0.72613 5.92535 15.56970 0.14
H -0.63989 4.95642 15.76907 0.03
H 0.55563 1.96704 14.94838 0.25
H -0.93024 2.73892 15.38706 0.18



#ii
104
Properties=species:S:1:pos:R:3:mulliken_charge:R:1 method="wB97M-V/def2-TZVPD" orbital_gap_ha=0.3252 lumo_ev=-0.43 e_homo_ev=-9.28 total_charge=0
C -3.98465 9.95393 0.08549 0.63
O -4.22791 10.84667 0.82851 -0.67
N -4.98434 9.36804 -0.47269 -0.38
N -2.84334 9.46299 -0.04422 -0.35
H -5.91989 9.74342 -0.53539 0.23
H -4.70228 8.68690 -1.16305 0.14
H -2.14578 9.86756 0.56392 0.23
H -2.75816 8.61716 -0.58957 0.17
C -3.05243 -10.00023 -1.26386 0.57
O -3.82478 -10.69046 -0.67726 -0.62
N -3.02694 -8.71528 -0.91034 -0.39
N -2.12220 -10.39353 -2.09526 -0.41
H -2.40518 -8.20987 -1.52520 0.16
H -3.79308 -8.28234 -0.41465 0.24
H -1.85916 -9.79055 -2.86162 0.22
H -2.11043 -11.40109 -2.16445 0.24
C -7.93823 -4.43821 -0.97949 0.57
O -7.47680 -5.10185 -0.05706 -0.68
N -8.74796 -4.86070 -1.90213 -0.39
N -7.76088 -3.22327 -1.03663 -0.33
H -8.82488 -4.29068 -2.73235 0.17
H -8.92172 -5.85067 -2.00148 0.23
H -7.95767 -2.88858 -1.96902 0.17
H -7.01423 -2.83852 -0.47577 0.26
C 5.48377 4.08193 4.62898 0.63
O 4.80066 3.15538 5.05098 -0.65
N 5.88595 4.02427 3.40492 -0.35
N 5.75399 5.23738 5.21455 -0.38
H 5.94645 3.20710 2.81445 0.20
H 6.24297 4.81153 2.88256 0.15
H 5.51817 5.29942 6.19468 0.22
H 6.03301 6.05598 4.69288 0.18
C 1.55666 -7.43554 4.28001 0.65
O 1.61973 -6.37077 3.62649 -0.68
N 0.41886 -8.09125 4.43753 -0.36
N 2.42789 -7.94759 5.05147 -0.37
H -0.48814 -7.80576 4.09705 0.22
H 0.45675 -8.82299 5.13267 0.15
H 2.34702 -8.90567 5.36075 0.18
H 3.34733 -7.54550 5.16565 0.22
C 5.50079 1.03926 -3.06492 0.65
O 5.28829 0.28830 -2.15380 -0.65
N 4.58581 1.70387 -3.70367 -0.35
N 6.71918 1.42086 -3.38353 -0.34
H 3.59774 1.62374 -3.51034 0.20
H 4.87493 2.34083 -4.43223 0.15
H 6.76626 2.17586 -4.05275 0.13
H 7.63441 1.18823 -3.02528 0.20
C -0.80001 0.43511 0.10468 0.61
O -1.97187 0.30264 0.36688 -0.65
N -0.00205 -0.63499 -0.05247 -0.37
N -0.22505 1.61790 0.10391 -0.37
H 0.99032 -0.45226 -0.00878 0.15
H -0.24310 -1.60577 0.08747 0.23
H 0.76730 1.71083 -0.05954 0.17
H -0.86285 2.39458 0.00348 0.23
C 4.26780 9.25672 -2.98246 0.61
O 3.12587 9.72064 -3.05427 -0.65
N 4.46156 8.02159 -2.63576 -0.39
N 5.45372 9.85291 -3.03178 -0.40
H 5.39888 7.73521 -2.39175 0.19
H 3.63045 7.59546 -2.25138 0.24
H 5.35135 10.83634 -3.23790 0.22
H 6.42117 9.56318 -3.01731 0.18
C -2.06998 5.12548 -4.88517 0.62
O -2.16183 5.44780 -3.71212 -0.66
N -2.44284 3.97995 -5.37481 -0.37
N -1.62710 5.90538 -5.80648 -0.43
H -2.34223 3.72900 -6.34794 0.16
H -2.79243 3.23671 -4.78704 0.22
H -1.49259 6.86991 -5.53873 0.25
H -2.00186 5.77301 -6.73499 0.22
C 8.23941 -3.18890 2.45276 0.66
O 8.95301 -3.50701 3.39706 -0.67
N 7.30414 -2.34983 2.52800 -0.33
N 8.24631 -3.60445 1.24277 -0.40
H 7.05540 -1.87440 3.38367 0.20
H 6.84802 -2.06116 1.67434 0.11
H 7.84684 -2.96951 0.56648 0.18
H 9.05000 -4.13380 0.93624 0.24
C 2.69684 -5.86780 -4.00704 0.60
O 1.60867 -6.26565 -3.95524 -0.57
N 3.37718 -5.68616 -5.23304 -0.38
N 3.41934 -5.76495 -2.92941 -0.37
H 2.99047 -5.77935 -6.16140 0.20
H 4.36108 -5.50681 -5.09201 0.14
H 4.40652 -5.57663 -3.02994 0.16
H 2.98763 -5.93258 -2.03184 0.22
C -7.73068 3.47772 2.15619 0.62
O -8.80556 4.00368 1.85466 -0.68
N -6.60467 3.95149 1.79623 -0.41
N -7.65932 2.62751 3.14401 -0.41
H -6.80978 4.71858 1.17205 0.23
H -5.71801 3.46782 1.79256 0.22
H -6.73568 2.68698 3.54829 0.20
H -8.50216 2.29161 3.58775 0.23
C -4.21313 -3.48866 5.38719 0.68
O -4.11975 -4.59743 5.97100 -0.68
N -3.33073 -3.01246 4.52400 -0.36
N -5.08133 -2.59428 5.80231 -0.38
H -3.58153 -2.17876 4.01200 0.17
H -2.50071 -3.55498 4.33207 0.20
H -5.28843 -1.70058 5.37980 0.16
H -5.45755 -2.74632 6.72722 0.21



Taking the most stable structure as the zero point, the relative energies in kcal/mol are #i 0.0; #ii 217.5.



#i
25
Properties=species:S:1:pos:R:3:mulliken_charge:R:1 method="wB97M-V/def2-TZVPD" orbital_gap_ha="0.2459 / 0.2418" lumo_ev="-0.37 / -0.48" e_homo_ev="-7.06 / -7.06" total_charge=0
C -2.68603 1.65320 -0.26083 -0.62
C -3.19120 0.40466 -0.35767 -0.30
C -1.34600 1.86121 0.21291 -0.42
C -2.44853 -0.77759 -0.05145 -0.74
C -0.65739 0.77585 0.67395 0.65
C -1.24105 -0.53520 0.50686 0.42
C 2.06319 -1.43570 -0.74461 -0.41
C 1.21292 -2.41558 -0.50002 -0.27
C 0.55869 0.02951 1.14584 -0.85
C 2.16407 -0.23771 -0.13485 0.21
C 0.34586 -2.48718 0.73195 -0.50
C 2.38316 2.42389 -0.02744 -0.02
N -0.04270 -1.15971 0.99950 0.37
S 3.40762 0.91229 0.03340 -0.10
H -3.18814 2.50086 -0.64294 0.41
H -4.23274 0.14506 -0.81808 0.23
H -0.76067 2.78947 0.27713 0.33
H -2.78946 -1.82322 -0.25654 0.30
H 2.60420 -1.42363 -1.62069 0.40
H 0.96798 -3.24872 -1.26659 0.25
H -0.57406 -3.17746 0.56575 0.28
H 0.96045 -2.88399 1.61380 0.25
H 2.33451 2.76816 -1.01923 0.32
H 2.73394 3.33876 0.64345 0.31
H 1.42139 2.00277 0.29641 -0.48



#ii
25
Properties=species:S:1:pos:R:3:mulliken_charge:R:1 method="wB97M-V/def2-TZVPD" orbital_gap_ha=0.3091 lumo_ev=0.49 e_homo_ev=-7.92 total_charge=0
C -1.27493 0.51085 -0.58689 0.57
C -2.23869 1.03303 0.33425 -0.30
C -3.13485 0.00068 0.80512 -0.32
C -3.20585 -1.25296 0.15282 -0.36
C -2.30589 -1.51002 -0.75254 -0.44
C -1.41364 -0.53955 -1.39876 -0.25
C 1.30941 0.77197 -0.25519 0.30
C 1.53521 0.58864 1.13944 -0.08
C 2.43863 -0.59687 1.32760 -0.35
C 3.26463 -1.13815 0.42315 -0.33
C 3.20424 -0.68970 -0.95123 -0.56
C 2.16810 0.17479 -1.22531 -0.19
H -0.98717 3.36672 0.60508 0.18
H -1.99375 1.96374 0.96223 0.06
H -3.97956 0.33428 1.51522 0.27
H -3.97300 -2.05779 0.39180 0.29
H -2.09318 -2.53854 -1.00249 0.33
H -0.67515 -0.78389 -2.23077 0.32
H 0.92192 1.09502 2.04644 0.33
H 2.21359 -1.01962 2.33962 0.28
H 4.05726 -1.82193 0.80576 0.32
H 3.86366 -1.14030 -1.71882 0.36
H 2.00754 0.75300 -2.19761 0.26
N 0.25680 2.73715 0.56149 -0.65
S 0.03466 1.75944 -1.09041 -0.04



Taking the most stable structure as the zero point, the relative energies in kcal/mol are #i 0.0; #ii 6.3.



#i
21
Properties=species:S:1:pos:R:3:mulliken_charge:R:1 method="wB97M-V/def2-TZVPD" orbital_gap_ha=0.3241 lumo_ev=0.85 e_homo_ev=-7.97 total_charge=0
C -1.25313 -1.56091 0.38765 -0.93
C 2.18384 -0.91163 -0.64742 -1.26
C -1.67031 1.82649 0.11959 -1.26
N -0.37972 -0.50954 -0.11380 0.38
N -0.71775 0.07340 -1.41581 -0.57
C 1.22878 -0.31273 0.34764 0.93
C -0.49437 1.04947 -0.38280 0.48
N 1.44981 -0.45137 1.59994 -0.85
N 0.81857 1.41501 -0.24938 -0.70
H 0.10481 0.01385 -2.01698 0.38
H 0.70840 -0.08850 2.19437 0.22
H 0.97619 1.99976 0.56579 0.31
H -1.18086 -2.44531 -0.24876 0.30
H -0.92512 -1.80643 1.39686 0.35
H -2.28580 -1.21274 0.40096 0.27
H 2.22781 -1.99265 -0.50291 0.29
H 1.92010 -0.69289 -1.68117 0.34
H 3.17264 -0.49424 -0.46307 0.34
H -1.51798 2.11662 1.15995 0.29
H -1.77509 2.73389 -0.47858 0.35
H -2.59083 1.25046 0.02793 0.34



#ii
21
Properties=species:S:1:pos:R:3:mulliken_charge:R:1 method="wB97M-V/def2-TZVPD" orbital_gap_ha=0.2657 lumo_ev=-0.88 e_homo_ev=-8.11 total_charge=0
C 0.94768 -1.99389 -0.44465 -1.43
C 0.50316 -0.58408 -0.77698 1.29
C 1.23163 0.55023 0.63280 -0.53
N 0.77193 -0.01540 -1.93602 -0.87
N 2.10719 0.19047 1.48964 -0.69
H 1.65159 0.49731 -1.93573 0.21
H 1.90289 -0.74040 1.86644 0.28
H 1.35762 1.52915 0.14926 0.45
H 2.03316 -2.06409 -0.52989 0.33
H 0.64604 -2.30377 0.55864 0.35
H 0.49832 -2.67629 -1.16811 0.36
C -1.36544 1.64678 1.16095 -1.34
N -1.81024 0.26502 -1.28028 -0.69
C -0.72729 0.33368 0.86440 0.18
N -0.91969 -0.31969 -0.33603 0.14
H -1.22541 0.60808 -2.05016 0.28
H -2.36621 -0.49589 -1.66236 0.25
H -0.60991 -0.35533 1.69682 0.37
H -1.22315 2.34275 0.33328 0.32
H -0.95727 2.06460 2.08218 0.39
H -2.44660 1.52074 1.28583 0.36



Taking the most stable structure as the zero point, the relative energies in kcal/mol are #i 0.0; #ii 34.4.



#i
16
Properties=species:S:1:pos:R:3:mulliken_charge:R:1 method="wB97M-V/def2-TZVPD" smiles="C=[N+](C)c1cnc[nH]1" orbital_gap_ha=0.2923 lumo_ev=-5.44 e_homo_ev=-13.39 total_charge=+1
C -0.55938 -1.95867 -0.20100 -0.14
N -0.49498 -0.69078 -0.44568 0.08
C -1.27911 -0.15505 -1.75020 -0.89
C 0.29142 0.17846 0.31071 0.63
C 1.23454 -0.25783 1.25969 -0.45
N 1.73428 0.83350 1.94992 -0.47
C 1.24052 1.90281 1.45967 -0.13
N 0.29577 1.53042 0.46549 -0.08
H -0.86462 -2.65935 -0.91258 0.26
H -0.13696 -2.30736 0.82523 0.28
H -2.32581 0.13545 -1.52433 0.34
H -1.26817 -0.97923 -2.39624 0.39
H -0.72126 0.64057 -2.31267 0.35
H 1.67439 -1.27165 1.39274 0.34
H 1.55527 2.95794 1.76600 0.33
H -0.37590 2.10075 0.11322 0.16



#ii
16
Properties=species:S:1:pos:R:3:mulliken_charge:R:1 method="wB97M-V/def2-TZVPD" orbital_gap_ha=0.3893 lumo_ev=-4.62 e_homo_ev=-15.21 total_charge=+1
C 2.26883 0.05450 -0.47286 -1.28
C 1.11663 -0.36833 0.52440 0.50
C 0.61054 -1.68910 0.28302 0.08
N -0.10508 -2.53896 0.02562 -0.39
C 0.00058 0.62669 0.49742 -0.20
N -1.11544 0.63978 0.05300 -0.10
C -2.12197 0.07434 -0.48056 0.07
N -2.95668 -0.78292 0.10662 -0.30
H 3.08793 -0.71621 -0.62483 0.35
H 2.69949 1.01814 -0.22418 0.38
H 1.82167 0.17055 -1.46001 0.37
H 1.62419 -0.19551 1.52218 0.25
H 0.53876 1.52876 0.72527 0.38
H -2.40251 0.36880 -1.48764 0.34
H -3.91495 -0.98762 -0.29261 0.28
H -2.89786 -1.06460 1.11607 0.28



Taking the most stable structure as the zero point, the relative energies in kcal/mol are #i 7.8; #ii 0.0.